1.
DFT (the ωB97M-V functional and the def2-TZVPD basis) results for a cluster of 5 separate species, C8H27NO5 in total at a distorted geometry.

Last column: Mulliken charge in e.
Geometry (Å):
O1 -1.3746 1.5455 1.0875  -0.8052
O2 0.1586 -0.8102 2.1337  -0.5176
O3 1.3270 -1.2303 -1.9383  -0.2124
O4 0.3356 4.7520 0.6560  -0.6275
O5 -3.0041 -0.3897 0.0213  -0.5065
N1 0.6568 1.0890 -0.6726  -0.5604
C1 1.2508 -1.6036 1.6346  0.1452
C2 1.6631 -2.5674 2.7841  -1.2784
C3 1.7122 2.4446 -2.4621  -1.5222
C4 1.9644 -0.0949 -2.4533  -0.8235
C5 2.0847 -2.4191 -2.2654  -0.9414
C6 1.0580 1.1047 -2.0814  0.2465
C7 -4.0428 -0.9065 0.8674  -0.2079
C8 -4.1475 -0.1616 2.2611  -1.0960
H1 1.9744 -2.6089 -3.3330  0.3577
H2 0.9587 -2.1573 0.7423  0.1718
H3 0.8730 -3.2814 3.0163  0.3036
H4 -4.4838 0.8532 2.0483  0.2936
H5 -5.0346 -0.8240 0.4228  0.3056
H6 -4.6932 -0.7563 2.9937  0.3547
H7 2.5581 -3.0927 2.4508  0.3651
H8 -0.7484 1.5738 0.3641  0.3869
H9 2.2097 -0.1511 -3.5138  0.4698
H10 -3.8652 -1.9792 0.9437  0.3521
H11 1.8621 -2.1084 3.7525  0.3348
H12 1.7056 -3.3085 -1.7620  0.2733
H13 0.1433 1.0682 -2.6731  0.2376
H14 2.6485 2.5367 -1.9116  0.3643
H15 1.0561 3.1721 -1.9844  0.3655
H16 1.5067 1.0641 -0.1274  0.1784
H17 3.1570 -2.3022 -2.1089  0.3730
H18 1.8774 2.7276 -3.5017  0.3875
H19 -0.0402 0.0188 1.6923  0.3079
H20 -3.1389 -0.0927 2.6687  0.2834
H21 -2.9498 -0.9205 -0.7767  0.2596
H22 2.9459 -0.0065 -1.9876  0.3860
H23 2.0193 -0.9668 1.1964  0.2002
H24 0.3162 0.1894 -0.3646  0.3728
H25 -2.0186 0.8890 0.8218  0.4079
H26 -0.1357 5.5184 0.3291  0.3037
H27 -0.3456 4.1927 1.0294  0.3102

Summary:
Multiplicity ... 1
SMILES string ... COC[C@H](C)N.CCO.CCO.O.O
Charge ... 0
LUMO ... 0.606 eV
ΔE to the lowest compared entry with this formula, charge and spin ... 60.9 kJ/mol
HOMO energy ... -9.71 eV


2.
DFT (the ωB97M-V functional and the def2-TZVPD basis) results for a structure of composition C8H27O9Pd.

Last column: Mulliken charge in e.
Geometry (Å):
Pd1 -0.7836 2.4230 -0.4715  0.7696
O1 1.4833 -0.9126 4.4748  -0.5460
O2 0.8653 2.8203 0.9302  -0.4653
O3 1.8338 -1.4211 -2.1359  -0.4966
O4 -0.7947 -2.3473 0.2142  -0.3793
O5 -1.7671 2.8285 1.3876  -0.4410
O6 -2.1235 -0.0312 -2.6375  -0.5152
O7 -0.4112 0.4303 -0.5151  -0.7437
O8 -2.2473 1.2694 -5.1108  -0.5118
O9 2.2435 0.0551 0.4334  -0.4816
C1 2.7696 -1.2563 0.1378  -0.5223
C2 3.0133 -1.4443 -1.3449  -0.2889
C3 -0.9102 3.1234 2.5273  -0.1953
C4 0.2627 -1.1963 3.8198  -0.3556
C5 0.4524 2.5126 2.2676  -0.2304
C6 -1.6211 -0.6323 -3.8296  -0.3626
C7 -1.8106 -2.6848 1.1655  -0.5077
C8 -1.1616 0.3967 -4.8270  -0.2466
H1 3.7295 -1.3479 0.6430  0.4270
H2 3.6991 -0.6497 -1.6769  0.2155
H3 0.3652 -1.1040 2.7300  -0.0328
H4 -0.9751 -1.4599 -0.1051  0.1223
H5 -2.4153 -1.2482 -4.2534  0.3231
H6 -0.7939 -1.3108 -3.5926  0.3010
H7 -1.4356 -0.0799 -1.9664  0.2467
H8 -1.6281 -3.7131 1.4558  0.2364
H9 -0.3095 0.2547 0.4334  0.4326
H10 -0.3028 0.9539 -4.4170  0.1719
H11 1.4477 0.1586 -0.1023  0.4001
H12 1.8265 2.8880 0.8654  0.2863
H13 -2.0381 1.7704 -5.9041  0.3108
H14 0.3887 1.4283 2.3974  0.0812
H15 -2.8085 -2.6113 0.7263  0.2853
H16 -0.8402 4.2041 2.6499  0.3506
H17 -0.5402 -0.5348 4.1730  0.3079
H18 2.0173 -0.3445 3.9159  0.3217
H19 1.1865 -0.8209 -1.7514  0.2005
H20 2.0967 -2.0417 0.5006  0.1761
H21 -0.0330 -2.2224 4.0293  0.3582
H22 3.5051 -2.3989 -1.5212  0.3908
H23 1.1497 2.9325 2.9906  0.5031
H24 -1.3232 2.6602 3.4196  0.3564
H25 -1.7307 -1.9969 2.0114  0.1582
H26 -0.8230 -0.1129 -5.7361  0.3327
H27 -2.7077 2.8142 1.5989  0.2570

Summary:
Multiplicity ... 3
Charge ... +1
LUMO (spin up / spin down) ... -4.867 / -7.086 eV
ΔE to the lowest compared entry with this formula, charge and spin ... 0.0 kJ/mol
HOMO energy (spin up / spin down) ... -12.54 / -12.53 eV


3.
DFT (the ωB97M-V functional and the def2-TZVPD basis) results for a structure of composition C8H28B2O30 at a distorted geometry.

Last column: Mulliken charge in e.
Geometry (Å):
O1 -0.5388 1.4661 -0.7709  0.0798
O2 -2.2368 -2.2469 0.7971  -0.6133
O3 2.9092 1.8821 2.6171  -0.6422
O4 -2.8588 5.5621 -1.4959  -0.6455
O5 -1.2738 1.6671 -3.6489  -0.6414
O6 0.1882 3.6071 1.7291  -0.9402
O7 1.8962 -2.7669 -2.3509  -0.4488
O8 -3.3218 -4.0959 3.1471  -0.5684
O9 -1.6868 -0.0989 0.5941  -0.7207
O10 0.5602 -2.5569 1.3091  -0.2893
O11 -4.9248 -2.0029 1.1071  -0.7419
O12 0.7182 -0.4909 0.4441  0.4547
O13 -1.2238 -4.0929 -1.9779  -0.7100
O14 0.7852 5.5071 -1.5329  -0.7268
O15 -2.1208 -5.2679 0.3081  -0.6526
O16 1.5192 -1.8149 -4.6309  -0.6418
O17 2.9902 -0.9759 2.7741  -0.6567
O18 1.2402 -0.4739 -2.7659  0.1146
O19 1.9112 1.3881 -3.5319  -0.9314
O20 3.3412 -0.5429 -0.2239  -0.6692
O21 1.2232 5.8601 2.5901  -0.6443
O22 2.6862 -4.8969 1.7171  -0.5914
O23 2.0622 -0.2599 -5.9789  -0.7296
O24 1.1432 3.9271 -3.3999  -0.7081
O25 -0.2278 -2.3239 -3.0609  -0.6065
O26 -1.7768 2.9191 4.4111  -0.6324
O27 -0.7608 -4.2789 3.2471  -0.7296
O28 -0.4118 3.5181 -1.2049  -1.2437
O29 1.3952 -4.2979 -0.8659  -0.7963
O30 -0.2008 1.5421 1.5201  -0.5452
C1 -0.2468 -3.4499 -2.3589  0.6387
C2 -1.3928 -1.3099 0.8671  0.2399
C3 1.7652 -0.6399 -4.8169  0.1986
C4 1.7052 0.1561 -3.7089  0.7554
C5 1.0782 -3.4969 -1.8459  0.6335
C6 -0.3268 2.6521 -0.4279  0.5110
C7 -0.2598 2.6231 1.0731  0.5422
C8 0.0102 -1.5639 0.7851  0.0740
B1 -0.3958 0.5631 0.4951  0.8522
B2 1.1162 -1.8619 -3.2249  1.4590
H1 -0.9148 1.2581 -2.8289  0.3089
H2 0.6522 3.9411 -2.6599  0.3762
H3 0.7132 5.0241 2.3871  0.6904
H4 -4.0208 -3.5669 3.5701  0.3464
H5 2.4962 -4.5999 0.8811  0.3511
H6 1.9712 2.2571 2.8011  0.3275
H7 -3.8608 -2.1539 1.1441  0.4742
H8 0.4812 4.6881 -1.3209  0.5652
H9 2.6282 0.0931 -0.6259  0.2900
H10 2.1602 -1.3389 3.1481  0.2710
H11 -2.3138 -4.8509 -0.4709  0.4274
H12 -1.3068 2.5651 -3.4799  0.3314
H13 -3.6278 -3.9259 2.3941  0.2098
H14 3.3172 -5.6279 1.4761  0.2655
H15 -5.0988 -1.8869 0.0781  0.2964
H16 -2.8448 4.7651 -0.8109  0.3365
H17 3.3972 -0.7169 3.4881  0.2714
H18 -0.0028 6.0701 -1.4209  0.3190
H19 1.5582 6.1351 1.9221  0.1974
H20 -0.1028 -3.8249 2.7371  0.3309
H21 -2.1168 3.7471 4.0691  0.3097
H22 -2.5918 5.1841 -2.3319  0.3239
H23 2.7902 0.9671 2.7301  0.3729
H24 -0.8258 3.1631 4.4371  0.3232
H25 -1.7928 -3.9739 3.1781  0.4201
H26 1.4972 3.0571 -3.3319  0.6678
H27 -1.4458 -4.7279 0.5051  0.2620
H28 3.1472 -0.7509 0.6281  0.2472

Summary:
Multiplicity ... 1
Charge ... -2
LUMO ... 3.190 eV
ΔE to the lowest compared entry with this formula, charge and spin ... 1146.6 kJ/mol
HOMO energy ... -5.45 eV


4.
DFT (the ωB97M-V functional and the def2-TZVPD basis) results for a structure of composition C8H28BNaO8.

Last column: Mulliken charge in e.
Geometry (Å):
Na1 -0.8838 -0.2992 0.0351  0.4989
O1 -2.0136 2.1384 -0.5919  -0.5179
O2 1.2757 -0.7669 -4.8664  -0.5198
O3 -4.1309 3.5125 -2.1547  -0.5312
O4 3.9001 1.2896 0.9397  -0.5747
O5 -0.5897 -0.8567 -2.3603  -0.3722
O6 -0.2314 0.5819 4.6724  -0.5403
O7 1.4505 0.6847 -0.0078  -0.4197
O8 1.3559 -0.8328 3.1244  -0.4867
C1 3.6293 -0.0950 0.7537  -0.2755
C2 -3.8739 2.1135 -2.1846  -0.4910
C3 -3.3239 1.6572 -0.8478  -0.1573
C4 0.9256 -1.5230 4.2871  -0.3876
C5 0.4479 0.2354 -4.3175  -0.4748
C6 0.4299 -0.5000 5.3209  -0.3617
C7 -0.8134 -0.2974 -3.6679  0.2286
C8 2.5029 -0.2474 -0.2503  -0.3585
B1 -0.3477 -2.5673 1.0422  0.5280
H1 1.5349 -1.3959 -4.1862  0.3258
H2 0.2431 0.7083 3.8433  0.3107
H3 0.1125 -2.2125 4.0571  0.2614
H4 -1.2174 -1.0925 -4.3024  0.2914
H5 0.7613 -2.0970 0.8908  -0.3970
H6 3.3247 -0.5795 1.6801  0.1572
H7 2.1282 -1.2657 -0.2139  0.2728
H8 -0.3135 -0.9470 5.9780  0.3078
H9 -1.5537 0.4883 -3.5503  -0.2192
H10 1.0114 0.8415 -3.5979  0.2221
H11 0.0609 -1.5577 -2.4660  0.2021
H12 -0.3196 -3.5844 1.6879  -0.2251
H13 -3.3024 0.5662 -0.8027  0.3288
H14 -0.8913 -2.7318 -0.0215  -0.2462
H15 -4.0451 2.0137 -0.1053  0.3387
H16 -3.3567 3.9857 -2.4696  0.3058
H17 0.1335 0.8845 -5.1352  0.3703
H18 0.8312 -1.1794 2.3880  0.4011
H19 1.7702 -2.0695 4.7142  0.2832
H20 -3.1986 1.8564 -3.0019  0.1848
H21 -2.0401 3.0762 -0.3822  0.2718
H22 -4.8358 1.6174 -2.3248  0.2996
H23 1.2632 -0.1177 5.9208  0.2336
H24 3.9424 1.4800 1.8799  0.3128
H25 2.8561 -0.1062 -1.2851  0.3318
H26 1.9054 1.5301 -0.0963  0.2673
H27 -1.0373 -1.7515 1.6158  -0.2597
H28 4.5231 -0.5875 0.3591  0.2798

Summary:
Multiplicity ... 1
Charge ... 0
LUMO ... -0.188 eV
ΔE to the lowest compared entry with this formula, charge and spin ... 22.0 kJ/mol
HOMO energy ... -9.56 eV